Entry 1:
This record from OMol25 describes C7H23MnO7 as an isolated structure at a distorted geometry. The level of theory is ωB97M-V/def2-TZVPD.

Summary:
charge	+2
HOMO energy (spin up / spin down)	-14.711 / -14.709	eV
max |F|	0.0577	hartree/bohr
2S+1	7

Geometry as XYZ:
```
38
Properties=species:S:1:pos:R:3:forces:R:3
Mn -3.039 -0.927 0.769 2.07 0.89 0.17
C 0.475 -0.815 -1.373 -0.53 -0.33 1.41
C -0.846 -0.796 -0.581 1.73 -0.18 -2.40
O -1.936 -0.596 -1.165 -2.75 0.41 -0.99
O -0.894 -0.976 0.632 -0.17 -0.83 2.49
H 1.124 -1.507 -0.835 0.13 0.09 -0.04
H 0.910 0.175 -1.234 0.10 0.05 -0.37
H 0.415 -1.157 -2.406 -0.37 0.37 0.10
C 0.200 -4.138 0.655 1.32 -0.45 -0.92
O 1.082 -5.179 1.048 -0.62 -0.07 0.99
H 0.862 -3.327 0.353 -0.41 0.58 -0.14
H -0.365 -4.501 -0.204 -0.46 0.34 -0.10
H -0.462 -3.778 1.443 0.24 -0.49 0.28
H 1.650 -5.415 0.310 -0.05 0.04 -0.08
C -2.186 -0.138 3.920 -0.09 -0.44 0.41
O -2.438 0.302 2.556 -0.87 -0.70 -0.81
H -2.737 -1.061 4.094 -0.17 0.13 -0.18
H -1.133 -0.387 4.051 0.03 0.42 -0.02
H -2.565 0.617 4.608 0.28 -0.07 -0.03
H -2.137 1.206 2.437 0.12 0.17 0.03
C 1.373 1.117 1.628 0.13 -0.07 0.46
O 1.379 -0.249 2.010 0.24 0.60 0.01
H 2.073 1.687 2.239 0.14 -0.29 0.03
H 1.655 1.264 0.585 0.00 0.01 -0.21
H 0.403 1.579 1.811 -0.31 0.11 -0.14
H 0.606 -0.641 1.598 0.01 -0.27 0.05
C -1.607 1.507 -3.659 -1.39 -0.39 -1.08
O -2.603 0.470 -3.821 1.21 1.71 -0.67
H -1.942 2.173 -2.864 0.13 -0.01 0.58
H -0.662 1.026 -3.406 0.30 -0.06 0.28
H -1.538 2.103 -4.569 -0.02 -0.47 -0.09
H -2.688 0.071 -2.952 0.02 -0.80 1.00
C 3.065 3.093 -1.484 0.32 0.62 0.88
O 2.032 3.908 -0.924 -0.49 -1.27 -1.04
H 3.807 3.666 -2.040 -0.06 0.14 -0.04
H 3.569 2.669 -0.616 0.54 -0.21 0.22
H 2.742 2.229 -2.065 -0.78 0.45 -0.02
H 2.357 4.729 -0.547 0.50 0.26 -0.04
```
Forces are in eV/Å.

Charges computed using Löwdin, reported in e:
1. Mn 1.407
2. C 0.056
3. C -0.663
4. O -0.075
5. O -0.073
6. H 0.084
7. H 0.077
8. H 0.103
9. C -0.167
10. O -0.096
11. H 0.057
12. H 0.081
13. H 0.073
14. H 0.086
15. C -0.040
16. O -0.196
17. H 0.095
18. H 0.102
19. H 0.108
20. H 0.104
21. C -0.148
22. O -0.103
23. H 0.094
24. H 0.048
25. H 0.067
26. H 0.007
27. C 0.006
28. O 0.145
29. H 0.127
30. H 0.110
31. H 0.117
32. H 0.074
33. C -0.079
34. O -0.002
35. H 0.108
36. H 0.105
37. H 0.086
38. H 0.115

Entry 2:
This record from OMol25 describes a 2-piece molecular cluster, CH3O2S2 overall at a distorted geometry. The level of theory is ωB97M-V/def2-TZVPD.

Summary:
charge	-1
HOMO energy (spin up / spin down)	-3.655 / -4.114	eV
max |F|	0.0410	hartree/bohr

Geometry as XYZ:
```
8
Properties=species:S:1:pos:R:3:forces:R:3
C 1.636 -0.163 0.026 0.27 -0.99 0.27
O -1.864 1.069 -1.161 0.26 -0.03 -0.10
O -1.429 0.833 1.240 0.08 -0.48 -0.10
S -2.342 -1.668 -0.233 0.57 0.98 0.34
S -1.413 0.189 -0.081 -0.60 -0.58 -0.18
H 2.206 -1.092 -0.052 -0.63 0.10 0.42
H 1.943 0.555 -0.653 0.35 1.31 -1.61
H 1.264 0.277 0.914 -0.31 -0.31 0.96
```
Forces are in eV/Å.

Charges computed using Löwdin, reported in e:
1. C 0.045
2. O -0.533
3. O -0.526
4. S -0.056
5. S 0.183
6. H -0.012
7. H -0.055
8. H -0.046

Entry 3:
This record from OMol25 describes C11H10N2O2RuS as an isolated structure. The level of theory is ωB97M-V/def2-TZVPD.

Summary:
charge	0
HOMO energy (spin up / spin down)	-7.729 / -8.087	eV
max |F|	0.0075	hartree/bohr
2S+1	5

Geometry as XYZ:
```
27
Properties=species:S:1:pos:R:3:forces:R:3
Ru -0.142 1.876 0.582 0.11 -0.33 -0.16
O 1.208 0.490 -0.025 0.05 0.31 0.03
C 1.203 -0.815 -0.107 -0.18 -0.27 -0.02
C 2.434 -1.487 -0.247 0.02 0.07 0.01
C 2.506 -2.857 -0.329 -0.05 0.03 0.00
C 1.343 -3.627 -0.273 0.01 -0.09 -0.01
C 0.130 -2.994 -0.143 -0.05 0.04 0.01
C 0.022 -1.598 -0.068 0.27 0.01 0.01
C -1.291 -0.986 0.067 -0.24 0.04 0.07
N -1.590 0.271 0.379 0.21 -0.02 -0.03
C -2.960 0.385 0.416 -0.11 -0.02 -0.01
C -3.510 -0.817 0.124 -0.01 0.09 0.06
N -2.452 -1.669 -0.084 0.06 -0.04 -0.07
H 3.325 -0.874 -0.279 0.00 0.00 -0.01
H 3.469 -3.340 -0.430 0.01 0.01 0.00
H 1.393 -4.706 -0.319 0.00 0.00 -0.01
H -0.760 -3.609 -0.074 0.00 -0.01 0.00
H -3.431 1.323 0.651 -0.01 -0.01 0.01
H -4.533 -1.139 0.048 0.00 -0.01 0.00
H -2.524 -2.635 -0.349 0.02 0.01 -0.01
S -1.166 3.065 2.014 -0.13 0.18 0.15
C 1.566 4.496 -0.026 0.02 -0.01 -0.04
C 0.464 3.539 -0.355 0.03 0.01 0.03
O -0.242 3.577 -1.329 -0.01 0.00 -0.03
H 1.482 5.389 -0.645 0.01 0.00 0.00
H 2.515 3.996 -0.232 0.00 -0.01 0.01
H 1.541 4.745 1.033 -0.03 0.00 0.01
```
Forces are in eV/Å.

Charges computed using Löwdin, reported in e:
1. Ru 0.954
2. O -0.249
3. C -0.352
4. C -0.016
5. C -0.083
6. C -0.101
7. C -0.051
8. C -0.091
9. C -0.251
10. N -0.045
11. C -0.136
12. C -0.072
13. N 0.109
14. H 0.115
15. H 0.104
16. H 0.099
17. H 0.100
18. H 0.090
19. H 0.113
20. H 0.146
21. S 0.029
22. C -0.060
23. C -0.604
24. O 0.012
25. H 0.085
26. H 0.087
27. H 0.068

> Which value of max |F| does entry 1 give?

0.0577 hartree/bohr